A structure of composition C29H20CaClN7O13. Source: OMol25; level of theory: wB97M-V/def2-TZVPD.

CARTESIAN COORDINATES (ANGSTROEM)
C (0.782, 3.451, -2.171)
H (1.582, 2.866, 6.432)
C (-4.643, -2.979, -1.030)
O (2.459, -1.260, -2.257)
C (0.848, 3.002, 4.632)
O (-0.002, -2.845, -1.363)
H (2.543, -3.456, -0.092)
C (0.543, 5.517, -0.365)
H (2.919, -5.009, 4.375)
H (1.696, 0.421, 4.276)
O (-5.636, -5.047, -1.022)
H (1.156, -4.897, 4.486)
O (1.597, -1.948, -4.211)
N (-3.971, 0.659, -0.978)
C (-2.294, -2.718, -0.975)
C (-0.367, 4.224, -2.181)
O (-1.348, -0.538, -1.052)
C (1.232, 0.834, 3.394)
O (-0.952, -4.477, -0.352)
C (1.112, 0.089, 2.230)
C (-3.708, -0.792, -1.018)
C (1.809, 3.684, -1.270)
C (2.405, -3.921, 2.008)
H (-1.168, 4.004, -2.872)
C (-0.478, 5.264, -1.270)
H (-0.169, 3.259, 4.952)
N (-0.999, -3.392, -0.876)
H (0.452, 6.335, 0.338)
C (2.291, -3.103, 0.901)
O (-3.125, 1.385, -0.499)
C (1.402, 0.344, -3.624)
H (2.690, 3.057, -1.290)
O (1.122, 1.401, -7.159)
C (0.889, 2.321, -4.428)
H (2.220, -4.077, 6.395)
C (0.164, 2.637, 2.256)
Ca (0.843, -0.736, -0.922)
C (1.171, 1.032, -4.839)
C (2.082, -4.310, 4.464)
H (-1.373, 5.872, -1.266)
O (-6.911, -3.313, -1.119)
H (2.483, 4.918, 0.341)
H (1.340, -1.691, 4.294)
H (1.284, -1.251, -5.665)
H (-3.275, -4.623, -0.915)
O (1.248, -0.708, -6.505)
O (-5.053, 1.036, -1.385)
C (-3.391, -3.551, -0.963)
C (-4.813, -1.604, -1.056)
Cl (0.588, 3.728, -5.326)
N (0.586, 0.593, 1.106)
H (-5.802, -1.174, -1.092)
N (-5.823, -3.847, -1.051)
H (1.357, 3.934, 4.362)
C (1.557, -1.343, 2.183)
N (1.866, -1.841, 0.977)
C (-2.359, -1.280, -1.018)
O (2.194, -3.504, 5.623)
N (1.248, 1.148, -2.580)
N (0.927, 2.355, -3.077)
C (0.104, 1.836, 1.134)
C (1.621, -2.106, 3.338)
H (-0.359, 2.190, 0.220)
C (0.754, 2.135, 3.408)
C (1.863, -1.096, -3.364)
C (1.196, 0.592, -6.270)
C (2.047, -3.424, 3.252)
H (-0.242, 3.640, 2.217)
O (1.545, 2.311, 5.648)
H (2.758, -4.937, 1.888)
C (1.684, 4.724, -0.362)

Total charge ... 0
E_tot ... -98404.01054 eV
Relative energy (zero: lowest compared OMol25 entry of this formula, charge and spin) ... 0.0 kcal per mole
2S+1 ... 1

---

A structure of composition C8H10NiO8P at a distorted geometry. Source: OMol25; level of theory: wB97M-V/def2-TZVPD.

CARTESIAN COORDINATES (ANGSTROEM)
C (-1.681, -0.063, 0.560)
H (1.425, 2.571, 3.055)
C (2.461, -1.317, 2.126)
H (-0.965, 0.026, -1.905)
H (2.865, -0.305, 1.934)
H (0.110, 3.723, 2.866)
H (2.740, -1.986, 1.279)
O (-0.097, -0.097, 4.167)
C (0.921, 0.030, -4.484)
H (0.878, 0.434, 5.697)
O (-2.787, -0.002, 0.921)
C (-0.083, -1.860, -0.218)
P (-0.329, -0.115, 2.623)
H (0.037, 2.613, 4.204)
H (2.983, -1.753, 3.028)
C (1.145, -0.162, 4.839)
C (0.352, 2.691, 3.162)
Ni (-0.160, -0.021, -0.573)
O (2.570, 0.007, -1.646)
O (0.799, 0.025, -5.615)
O (0.991, -1.238, 2.222)
O (-0.168, 2.956, -0.248)
O (-0.122, -2.998, -0.253)
C (-0.134, 1.804, -0.297)
H (1.473, -1.144, 5.185)
H (1.971, 0.295, 4.318)
C (1.567, 0.060, -1.083)
O (-0.250, 1.612, 2.399)

Total charge ... +1
E_tot ... -75158.52755 eV
Relative energy (zero: lowest compared OMol25 entry of this formula, charge and spin) ... 13.8 kcal per mole
2S+1 ... 3

---

A cluster of 14 separate species, C36H104N4O14 in total at a distorted geometry. Source: OMol25; level of theory: wB97M-V/def2-TZVPD.

CARTESIAN COORDINATES (ANGSTROEM)
H (-4.661, -0.588, -0.871)
H (-3.447, 4.296, -1.355)
H (-3.652, -3.385, 2.430)
H (-5.665, -3.521, 5.709)
C (0.501, 1.282, -5.091)
H (5.244, 4.958, -1.745)
H (-1.929, -0.511, -0.847)
H (-6.053, -2.368, 4.496)
H (-0.800, -6.318, 0.539)
C (0.290, 4.277, 6.208)
H (-7.217, -3.485, -0.400)
C (3.020, -2.614, 2.398)
H (1.361, -0.824, -5.717)
H (-0.537, 3.094, -1.273)
H (-0.426, 1.271, 1.954)
H (3.559, 4.312, -4.283)
H (-0.856, 0.716, 4.008)
H (-1.106, -2.909, -0.993)
H (7.055, -0.145, -1.807)
C (0.181, 0.868, 1.143)
H (3.578, 1.088, -5.309)
O (0.880, -0.872, -4.888)
C (-6.705, -1.409, -0.717)
H (0.588, -0.092, 1.460)
O (4.292, -2.980, -1.244)
H (3.204, 2.236, 1.930)
H (-2.225, 5.112, 0.616)
H (3.994, -4.424, -2.730)
H (6.173, -1.866, 2.185)
H (4.656, -5.430, -0.808)
C (-2.030, -4.966, -0.711)
O (1.118, 3.003, 4.501)
C (-0.700, -5.619, -0.290)
H (5.500, 3.167, -5.898)
H (3.404, 2.758, -3.780)
H (-3.648, -2.310, 5.006)
C (6.666, 0.774, -1.367)
C (-3.310, 5.130, 0.518)
H (-2.476, -5.718, -1.362)
H (0.438, 1.259, 5.480)
C (2.424, 4.920, 4.833)
H (-0.150, -6.083, -1.109)
H (3.897, -2.667, 1.753)
H (5.671, 0.228, 1.187)
H (-2.069, -6.712, 4.135)
H (1.482, -4.476, -2.267)
C (3.445, 3.227, -6.739)
H (-3.039, -7.093, 2.728)
H (-0.126, 2.147, -5.303)
C (4.477, 2.877, -5.658)
H (-0.290, 4.744, -1.131)
H (-4.345, 0.258, -4.411)
H (-5.947, -4.010, 3.989)
C (2.315, 1.220, -0.320)
H (-3.730, -7.330, 4.237)
C (-6.591, -2.885, -1.061)
C (-3.270, -4.367, 4.514)
H (7.720, 1.195, 0.253)
H (-3.433, 6.049, 2.578)
H (0.149, -0.241, -2.500)
N (4.467, 1.429, -5.647)
H (7.034, 1.594, -1.983)
H (2.746, 0.258, -0.042)
H (-0.709, 3.842, 6.212)
N (2.294, 1.810, 2.032)
H (5.447, 3.185, -1.421)
H (-1.321, -0.962, -3.208)
C (0.966, 4.343, 4.850)
H (3.243, 4.296, -6.806)
H (-1.236, 4.036, -2.590)
H (-8.022, -0.392, -1.815)
H (2.625, 5.989, 4.906)
O (0.760, 3.813, -2.716)
C (2.058, -3.558, -2.375)
H (2.434, 0.829, 2.226)
H (0.454, 4.848, 4.030)
H (-3.762, 4.362, 2.548)
O (2.514, -1.344, 2.406)
O (-3.610, 6.368, -0.097)
H (3.837, -2.139, -1.162)
H (-4.978, 5.345, 1.816)
H (-5.898, 0.592, -1.079)
C (-3.901, 5.275, 1.970)
C (1.411, 1.830, 0.838)
C (3.498, -3.956, -1.879)
H (1.047, 2.824, 0.579)
C (-0.139, -0.001, -4.761)
C (-0.396, 3.976, -1.898)
C (-0.643, -0.108, -3.237)
C (-5.487, -3.285, 4.660)
H (3.258, -2.990, 3.392)
H (-3.552, 3.093, 0.037)
H (-3.312, -4.886, 5.471)
H (-2.088, -4.953, 1.271)
H (3.156, -6.043, -1.203)
H (2.877, 4.735, 3.859)
H (1.626, -2.775, -1.752)
C (-0.269, -0.102, 4.425)
C (-3.840, 4.064, -0.366)
C (-3.072, -6.635, 3.716)
O (-5.491, -0.590, -2.744)
H (0.934, 4.618, -3.209)
H (3.182, 1.837, -0.558)
O (-2.717, -4.804, 0.561)
C (-1.744, -0.136, 0.160)
C (4.159, 3.404, -4.227)
H (-1.270, 0.776, -3.117)
O (6.831, 0.908, 0.032)
H (2.031, -3.277, -3.428)
H (-0.877, -0.230, -5.529)
C (4.988, 3.945, -2.053)
C (5.806, -0.994, 2.726)
H (-2.203, -4.268, 4.314)
H (-0.081, -4.792, 0.059)
H (-5.578, -3.163, -0.771)
H (2.451, 2.964, -6.377)
H (-6.772, -3.103, -2.113)
H (2.990, 4.384, 5.595)
H (-1.432, -3.775, -2.472)
H (-2.676, 0.377, 0.398)
H (-1.001, -0.777, 4.868)
H (2.157, -3.094, 1.936)
H (5.322, -1.323, 3.645)
H (-4.774, 1.284, -3.144)
O (5.078, -0.052, 1.888)
C (-4.016, -3.044, 4.289)
C (-5.631, -0.431, -1.344)
H (-8.547, -1.715, -1.345)
H (0.876, 3.798, 6.993)
H (1.184, 1.313, -5.940)
H (3.144, -4.851, 0.051)
H (0.181, 5.296, 6.577)
H (-1.588, -0.994, 0.813)
H (5.622, 0.751, -1.681)
O (-0.595, 0.696, -0.046)
H (-6.624, -1.465, 0.368)
H (5.174, 1.232, -4.954)
O (5.261, 3.502, -3.380)
N (-8.033, -0.934, -0.963)
C (-4.448, 0.260, -3.325)
C (3.619, -5.105, -0.896)
O (-3.604, -5.347, 3.577)
N (-3.865, -2.524, 2.913)
C (-1.787, -3.625, -1.452)
H (1.320, 2.829, 3.578)
H (-2.788, 6.712, -0.454)
H (-4.928, 4.110, -0.414)
H (-3.527, 0.149, -2.754)
O (0.590, 0.313, 5.414)
H (0.485, -0.586, 3.804)
H (-2.771, -3.161, -1.526)
H (1.059, 1.535, -4.190)
H (3.783, 2.769, -7.668)
H (6.654, -0.409, 3.081)
H (3.306, -0.812, 2.514)
H (3.953, 3.800, -1.746)
H (-2.904, -2.213, 2.926)
H (1.773, 1.177, -1.265)

Total charge ... 0
E_tot ... -73634.74291 eV
Relative energy (zero: lowest compared OMol25 entry of this formula, charge and spin) ... 130.1 kcal per mole
2S+1 ... 1

---

The molecule C3H4O3. Source: OMol25; level of theory: wB97M-V/def2-TZVPD.

CARTESIAN COORDINATES (ANGSTROEM)
C (0.580, -0.543, 0.284)
H (0.989, 1.918, 0.680)
H (1.586, -0.312, -0.120)
C (-0.323, 0.576, 0.579)
H (-1.350, 0.351, 0.828)
O (0.445, -1.045, 1.456)
O (-0.075, -1.255, -0.937)
H (-1.180, -0.924, -2.462)
C (-0.781, -0.396, -1.566)
O (0.073, 1.758, 0.962)

Total charge ... 0
E_tot ... -9312.92006 eV
Relative energy (zero: lowest compared OMol25 entry of this formula, charge and spin) ... 133.3 kcal per mole
2S+1 ... 1

---

A structure of composition C19H46BrFeN4Si4 at a distorted geometry. Source: OMol25; level of theory: wB97M-V/def2-TZVPD.

CARTESIAN COORDINATES (ANGSTROEM)
Si (-1.788, -2.863, -2.080)
N (1.149, -2.549, 0.182)
H (1.746, -6.901, 1.324)
C (-3.773, -3.567, 2.294)
Si (-2.340, -2.340, 2.120)
H (-1.375, 3.788, -0.581)
C (0.727, -3.744, 0.588)
C (-1.696, -1.547, -3.449)
H (0.104, -2.738, 2.697)
C (3.299, -3.507, -0.257)
H (-3.897, -3.902, 3.327)
N (-1.335, 1.658, -0.324)
H (-3.728, -0.447, 2.992)
H (-3.360, -4.687, -1.421)
C (-0.858, -3.148, 3.010)
C (-4.635, 0.902, 0.837)
H (-0.197, 1.754, 2.350)
C (2.855, -4.733, 0.222)
H (-4.715, -3.115, 1.979)
Si (-2.173, -1.541, -0.119)
C (-5.719, -1.516, -0.602)
H (-2.041, 0.039, 2.889)
H (-0.949, -2.999, 4.088)
C (-4.172, 0.597, -2.169)
H (-0.319, -4.284, -3.464)
H (0.292, -6.079, 1.908)
H (-0.901, 3.206, 1.010)
C (0.633, 3.036, -0.498)
H (-0.980, -0.767, -3.173)
H (-0.826, -4.226, 2.840)
H (-4.562, -0.020, -2.981)
H (1.754, 3.226, 1.767)
H (-1.465, 1.552, -1.327)
H (2.773, 1.787, 1.673)
H (0.384, -6.628, 0.237)
C (1.758, 2.160, 1.517)
H (-3.168, 0.912, -2.457)
H (0.673, 2.897, -1.581)
C (-0.257, -3.931, -2.432)
H (-6.628, -0.953, -0.826)
H (-0.321, -3.797, 0.856)
C (-3.262, -4.036, -2.291)
H (-0.181, -4.808, -1.788)
N (0.882, -0.009, 2.170)
N (1.392, 1.938, 0.112)
H (0.271, -0.524, 2.798)
H (2.241, 1.823, -0.427)
H (0.670, -3.361, -2.341)
C (1.533, -4.875, 0.634)
H (-5.875, -2.028, 0.349)
H (-3.764, 1.365, 1.307)
Si (-4.218, -0.366, -0.527)
H (-5.608, -2.281, -1.371)
H (4.307, -3.371, -0.621)
C (-0.822, 3.003, -0.058)
Br (2.781, -0.764, -0.979)
H (-5.257, 1.704, 0.436)
H (1.141, 1.646, 3.503)
H (-5.208, 0.422, 1.631)
H (-1.359, -1.985, -4.391)
C (-2.706, -0.788, 3.153)
H (-3.614, -4.453, 1.676)
H (1.066, 4.014, -0.262)
H (-2.248, 1.525, 0.097)
C (0.962, -6.195, 1.057)
Fe (0.228, -0.253, -0.033)
C (0.833, 1.424, 2.477)
H (-3.160, -4.676, -3.171)
H (-2.656, -1.068, -3.636)
H (3.528, -5.580, 0.245)
H (-4.195, -3.480, -2.392)
C (2.389, -2.478, -0.249)
H (1.827, -0.348, 2.328)
H (-2.595, -0.982, 4.223)
H (-4.796, 1.491, -2.116)

Total charge ... +1
E_tot ... -162347.27698 eV
2S+1 ... 5